1.
{"formula": "C15H18O", "method": "wB97M-V/def2-TZVPD", "e_lumo_ev": 0.78, "fmax_ev_per_a": 1.0, "smiles": "Cc1ccc(O)cc1.CCc1ccccc1", "de_lowest_kj_mol": 42.7, "homo_energy_ev": -8.6, "elements": ["O", "C", "C", "C", "C", "C", "C", "C", "C", "C", "C", "C", "C", "C", "C", "C", "H", "H", "H", "H", "H", "H", "H", "H", "H", "H", "H", "H", "H", "H", "H", "H", "H", "H"], "coordinates": [[-0.219512, -2.252445, 3.506864], [-1.381935, 0.265630, 1.112368], [2.294745, 0.547320, 0.272055], [-0.596766, -0.735108, 1.689659], [-0.995400, -1.284450, 2.887372], [-2.203064, -0.933311, 3.484204], [3.066118, -1.468726, -0.752570], [-3.019403, -0.026296, 2.836147], [2.011935, 1.042319, -1.001120], [2.581904, -1.062207, -1.986650], [-3.553708, 1.595100, 1.027061], [1.621008, 0.734585, -3.475313], [0.130985, 0.491595, -3.675924], [2.066056, 0.226811, -2.117693], [-2.579188, 0.648130, 1.692669], [2.914598, -0.692661, 0.382944], [3.582470, -2.419812, -0.721208], [2.160914, 0.165156, -4.226107], [-3.242677, 1.903218, 0.031051], [-2.484822, -1.452592, 4.388662], [-1.104210, 0.703925, 0.165511], [-3.694138, 2.468341, 1.665922], [1.844695, 1.066573, 1.102520], [0.264000, -1.152839, 1.171008], [0.688937, -1.900727, 3.573961], [1.840350, 1.802618, -3.550040], [1.659037, 2.063504, -1.077980], [-4.534227, 1.138148, 0.950099], [-0.201457, 0.628652, -4.700954], [-4.015312, 0.198080, 3.180252], [3.108371, -1.089652, 1.365672], [-0.487987, 1.084663, -3.011861], [-0.129145, -0.532342, -3.386386], [2.606821, -1.771214, -2.802184]], "forces_ev_per_angstrom": [[0.54, 0.41, 0.15], [0.04, -0.15, 0.11], [-0.21, -0.32, -0.76], [-0.16, 0.21, -0.42], [0.14, -0.19, 0.42], [0.07, -0.26, -0.35], [0.39, -0.44, -0.36], [0.46, 0.32, -0.06], [-0.40, -0.06, 0.49], [-0.02, 0.29, 0.64], [0.30, 0.12, 0.39], [-0.27, -0.24, 0.54], [-0.41, -0.61, 0.28], [0.51, 0.20, -0.73], [-0.74, -0.53, -0.33], [-0.83, 0.34, 0.25], [-0.15, -0.12, 0.29], [0.20, 0.24, -0.25], [0.10, 0.07, 0.04], [-0.13, 0.07, 0.07], [0.19, 0.03, -0.12], [0.07, 0.22, -0.19], [0.67, 0.26, 0.44], [-0.02, 0.28, 0.15], [-0.62, -0.41, -0.13], [0.14, -0.13, -0.20], [-0.21, -0.01, -0.17], [-0.15, -0.20, -0.12], [0.04, 0.19, -0.11], [-0.13, -0.01, 0.37], [0.33, -0.13, 0.10], [0.00, 0.47, 0.04], [0.19, -0.08, -0.22], [0.08, 0.19, -0.26]], "lowdin_charge": [0.0164, -0.0390, -0.0989, -0.0215, -0.3282, -0.0094, -0.0921, -0.0475, -0.0526, -0.0428, -0.0557, -0.2067, -0.1019, -0.2493, -0.2819, -0.1088, 0.1019, 0.1035, 0.0718, 0.1162, 0.1017, 0.0786, 0.1004, 0.1074, 0.1104, 0.1109, 0.1136, 0.0739, 0.0676, 0.1102, 0.0969, 0.0648, 0.0774, 0.1127]}

2.
{"formula": "C3H13N2O", "method": "wB97M-V/def2-TZVPD", "e_lumo_ev": [0.77, 0.47], "spin_multiplicity": 2, "fmax_ev_per_a": 1.7, "de_lowest_kj_mol": 51.9, "homo_energy_ev": [-2.7, -10.2], "elements": ["O", "N", "N", "C", "C", "C", "H", "H", "H", "H", "H", "H", "H", "H", "H", "H", "H", "H", "H"], "coordinates": [[2.694727, 1.897923, -0.521649], [-1.346772, 1.070423, 0.328367], [0.835360, -0.528095, -1.194070], [-1.884771, -0.232659, 0.800219], [0.524452, -0.969697, 0.214235], [-0.917092, -1.386192, 0.377942], [3.069378, 2.566007, -1.107755], [0.041224, 0.064438, -1.485143], [0.980006, -1.313225, -1.894293], [1.118359, -1.848870, 0.447161], [-2.114860, 1.691411, 0.089427], [1.623505, 0.152128, -1.297366], [-2.896366, -0.348628, 0.405427], [-0.943836, -2.248823, 1.084618], [0.919127, -0.165509, 0.821680], [-0.948291, 1.530982, 1.143687], [2.622515, 2.248726, 0.374909], [-2.018533, -0.273335, 1.881270], [-1.358123, -1.907014, -0.468668]], "forces_ev_per_angstrom": [[-0.19, -0.51, -0.05], [-0.43, 0.05, 0.76], [-0.32, 0.68, -0.23], [0.37, -0.23, -0.16], [0.80, -0.60, -0.65], [-1.40, -0.33, 0.87], [-0.02, 0.13, 0.25], [-0.18, -0.19, -0.28], [-0.09, 0.06, 0.16], [0.41, 0.04, -0.33], [-0.01, -0.17, -0.23], [0.19, -0.49, 0.46], [0.22, -0.30, -0.24], [0.03, 0.85, 0.19], [-0.54, 0.09, 0.45], [0.33, 0.04, -0.24], [0.16, 0.28, -0.21], [0.15, 0.22, 0.14], [0.53, 0.38, -0.67]], "lowdin_charge": [-0.1326, -0.0266, 0.0441, -0.2629, -0.2816, -0.2217, 0.0322, 0.0557, 0.0174, 0.0840, 0.0629, 0.0574, 0.1017, 0.1108, 0.0961, 0.0604, 0.0207, 0.0969, 0.0853]}

3.
{"formula": "C7H11N4O", "method": "wB97M-V/def2-TZVPD", "charge": 1, "e_lumo_ev": -3.23, "fmax_ev_per_a": 4.1, "de_lowest_kj_mol": 329.0, "homo_energy_ev": -12.9, "elements": ["O", "N", "N", "N", "N", "C", "C", "C", "C", "C", "C", "C", "H", "H", "H", "H", "H", "H", "H", "H", "H", "H", "H"], "coordinates": [[0.053997, 2.021576, -0.386767], [-3.398052, -0.729312, -0.566451], [3.193273, -0.233629, -0.239249], [-1.387479, 0.169026, -0.203062], [1.018438, 0.188225, 0.554933], [-2.260042, -0.407661, -1.121381], [1.200534, -1.265726, 0.344997], [2.692556, -1.395638, -0.069322], [-3.360609, -0.233675, 0.690688], [-2.138239, 0.355992, 0.984910], [2.337877, 0.860301, -0.031948], [-0.081309, 0.680262, -0.438950], [2.764884, 1.554469, 0.712985], [0.354443, 0.125978, -1.600037], [-4.336818, -0.272549, 1.261926], [-1.721598, 0.661570, 1.902835], [2.150424, 1.532483, -0.904485], [-1.991729, -0.842045, -2.027596], [-0.735165, 2.391172, -0.829217], [1.096430, -1.937534, 1.280127], [0.907256, 0.623644, 1.520743], [0.501984, -1.492191, -0.451090], [3.138951, -2.354731, -0.384600]], "forces_ev_per_angstrom": [[-1.07, 0.70, -0.32], [0.61, 0.80, -0.96], [1.03, -1.39, -0.75], [-0.23, 0.42, 0.65], [-0.57, 1.85, -0.75], [-0.40, -0.94, 1.94], [1.07, -1.79, 2.15], [-1.34, 2.21, -0.99], [-0.93, 0.80, 1.59], [-1.26, -1.56, -1.63], [0.74, 0.26, 0.93], [1.42, -2.35, -2.71], [-0.32, -0.46, 0.04], [-1.38, 1.77, 3.39], [1.77, 0.04, -0.28], [0.36, 0.64, 0.65], [-0.07, -1.21, 0.39], [0.87, -0.04, -1.61], [0.42, 0.24, 0.30], [-0.55, 1.41, -1.41], [-0.24, -1.24, -1.35], [0.03, -0.87, 0.15], [0.05, 0.69, 0.60]], "lowdin_charge": [0.0584, 0.0798, 0.0715, -0.0511, 0.0147, -0.1327, -0.0810, -0.0431, -0.1259, -0.0206, -0.1139, -0.3663, 0.1467, 0.2596, 0.1374, 0.1013, 0.1481, 0.1141, 0.1622, 0.1712, 0.2202, 0.1064, 0.1427]}

Copy entry 2 word for word.
{"formula": "C3H13N2O", "method": "wB97M-V/def2-TZVPD", "e_lumo_ev": [0.77, 0.47], "spin_multiplicity": 2, "fmax_ev_per_a": 1.7, "de_lowest_kj_mol": 51.9, "homo_energy_ev": [-2.7, -10.2], "elements": ["O", "N", "N", "C", "C", "C", "H", "H", "H", "H", "H", "H", "H", "H", "H", "H", "H", "H", "H"], "coordinates": [[2.694727, 1.897923, -0.521649], [-1.346772, 1.070423, 0.328367], [0.835360, -0.528095, -1.194070], [-1.884771, -0.232659, 0.800219], [0.524452, -0.969697, 0.214235], [-0.917092, -1.386192, 0.377942], [3.069378, 2.566007, -1.107755], [0.041224, 0.064438, -1.485143], [0.980006, -1.313225, -1.894293], [1.118359, -1.848870, 0.447161], [-2.114860, 1.691411, 0.089427], [1.623505, 0.152128, -1.297366], [-2.896366, -0.348628, 0.405427], [-0.943836, -2.248823, 1.084618], [0.919127, -0.165509, 0.821680], [-0.948291, 1.530982, 1.143687], [2.622515, 2.248726, 0.374909], [-2.018533, -0.273335, 1.881270], [-1.358123, -1.907014, -0.468668]], "forces_ev_per_angstrom": [[-0.19, -0.51, -0.05], [-0.43, 0.05, 0.76], [-0.32, 0.68, -0.23], [0.37, -0.23, -0.16], [0.80, -0.60, -0.65], [-1.40, -0.33, 0.87], [-0.02, 0.13, 0.25], [-0.18, -0.19, -0.28], [-0.09, 0.06, 0.16], [0.41, 0.04, -0.33], [-0.01, -0.17, -0.23], [0.19, -0.49, 0.46], [0.22, -0.30, -0.24], [0.03, 0.85, 0.19], [-0.54, 0.09, 0.45], [0.33, 0.04, -0.24], [0.16, 0.28, -0.21], [0.15, 0.22, 0.14], [0.53, 0.38, -0.67]], "lowdin_charge": [-0.1326, -0.0266, 0.0441, -0.2629, -0.2816, -0.2217, 0.0322, 0.0557, 0.0174, 0.0840, 0.0629, 0.0574, 0.1017, 0.1108, 0.0961, 0.0604, 0.0207, 0.0969, 0.0853]}